[1]
# C4H13N2S

A gas-phase ion, C4H13N2S (charge +1) at a distorted geometry (ωB97M-V/def2-TZVPD, OMol25).

Output
HOMO energy = -0.4503 hartree
ΔE to the lowest compared entry with this formula, charge and spin = 21.2 kcal per mole
E = -667.645985 Eh
strongest force on any atom = 1.72 eV Å⁻¹
multiplicity = 1
molar mass = 121.23 u
total charge = +1
SMILES = NC[C@@H]([NH3+])CCS

Positions of all 20 atoms, in Å:
N: -1.717 -0.943 -0.599
C: -0.493 -0.168 -0.061
C: 0.833 -0.854 -0.392
C: 1.953 -0.373 0.520
S: 3.071 -1.776 0.831
C: -0.594 1.275 -0.502
N: -1.785 1.895 0.052
H: -1.646 -1.848 -0.131
H: -2.547 -0.458 -0.255
H: -1.709 -1.053 -1.610
H: -0.729 -0.203 1.013
H: 0.681 -1.924 -0.258
H: 0.958 -0.569 -1.435
H: 2.536 0.526 0.324
H: 1.531 -0.084 1.496
H: 3.567 -1.346 2.004
H: -0.597 1.419 -1.583
H: 0.340 1.663 -0.048
H: -2.004 2.756 -0.408
H: -1.650 2.066 1.041

---

[2]
# C4H13N2S

2 unconnected molecules or ions with the total composition C4H13N2S at a distorted geometry (ωB97M-V/def2-TZVPD, OMol25).

Output
HOMO energy (spin up / spin down) = -0.6847 / -0.6847 hartree
ΔE to the lowest compared entry with this formula, charge and spin = 0.0 kcal per mole
E = -667.218203 Eh
strongest force on any atom = 1.10 eV Å⁻¹
multiplicity = 2
molar mass = 121.23 u
total charge = +2

Positions of all 20 atoms, in Å:
C: -1.124 0.713 2.661
S: 0.638 0.854 2.577
C: 0.855 2.187 1.376
H: -1.575 0.325 1.738
H: -1.583 1.695 2.811
H: -1.402 0.005 3.442
H: 1.781 1.950 0.858
H: -0.062 2.277 0.803
H: 1.043 3.102 1.951
C: -0.319 -0.833 -3.248
N: 0.230 -1.548 -2.077
C: 0.404 -0.982 -0.928
N: 0.609 -1.599 0.234
H: -1.395 -0.978 -3.304
H: 0.184 -1.214 -4.132
H: -0.089 0.225 -3.152
H: 0.263 -2.562 -2.102
H: 0.264 0.092 -0.861
H: 0.880 -2.573 0.246
H: 0.396 -1.136 1.109

---

[3]
# C4H13N2S2

A gas-phase ion, C4H13N2S2 (charge +1) at a distorted geometry (ωB97M-V/def2-TZVPD, OMol25).

Output
HOMO energy = -0.4673 hartree
ΔE to the lowest compared entry with this formula, charge and spin = 25.0 kcal per mole
E = -1065.833006 Eh
strongest force on any atom = 1.53 eV Å⁻¹
multiplicity = 1
molar mass = 153.30 u
total charge = +1
SMILES = CNC[C@H]([NH3+])CSS

Positions of all 21 atoms, in Å:
S: -0.963 0.911 4.244
S: -0.961 1.397 2.298
C: -0.043 0.070 1.393
C: -0.812 -0.369 0.158
C: 0.013 -1.147 -0.888
N: 0.643 -0.258 -1.849
C: 2.077 0.018 -1.543
N: -1.251 0.903 -0.569
H: -1.821 -0.127 4.285
H: 0.934 0.437 1.096
H: 0.033 -0.724 2.137
H: -1.746 -0.894 0.366
H: -0.631 -1.783 -1.488
H: 0.638 -1.845 -0.329
H: 0.617 -0.676 -2.771
H: 2.111 0.981 -1.033
H: 2.514 -0.727 -0.896
H: 2.636 0.152 -2.455
H: -0.453 1.549 -0.626
H: -1.954 1.418 -0.019
H: -1.580 0.713 -1.510

---

[4]
# C4H13N3

A gas-phase ion, C4H13N3 (charge -1) at a distorted geometry (ωB97M-V/def2-TZVPD, OMol25).

Output
HOMO energy (spin up / spin down) = 0.0511 / -0.1637 hartree
ΔE to the lowest compared entry with this formula, charge and spin = 48.6 kcal per mole
E = -324.332689 Eh
strongest force on any atom = 3.60 eV Å⁻¹
multiplicity = 2
molar mass = 103.17 u
total charge = -1

Positions of all 20 atoms, in Å:
C: 0.497 0.335 0.965
N: 0.303 -1.048 0.556
C: -0.744 -1.870 1.094
N: -1.534 -2.616 0.053
C: 1.591 0.962 0.046
N: 0.902 1.524 -1.164
C: -0.396 1.785 -1.810
H: -0.326 1.048 0.912
H: 0.704 0.463 2.042
H: 1.189 -1.535 0.662
H: -1.489 -1.417 1.777
H: -0.317 -2.639 1.737
H: -1.721 -1.889 -0.643
H: -2.401 -2.860 0.520
H: 2.278 0.145 -0.222
H: 1.993 1.833 0.602
H: 1.502 2.327 -1.292
H: -0.105 2.121 -2.805
H: -0.982 2.498 -1.214
H: -0.944 0.833 -1.817

---

[5]
# C4H13N3

C4H13N3 in the gas phase at a distorted geometry (ωB97M-V/def2-TZVPD, OMol25).

Output
HOMO energy = -0.2940 hartree
ΔE to the lowest compared entry with this formula, charge and spin = 71.0 kcal per mole
E = -324.361757 Eh
strongest force on any atom = 5.90 eV Å⁻¹
multiplicity = 1
molar mass = 103.17 u
SMILES = CCC[C@H](N)NN

Positions of all 20 atoms, in Å:
C: 0.742 -0.507 0.029
C: -0.207 0.504 0.468
C: -1.764 -0.211 0.013
C: -2.651 0.817 -0.662
N: 2.082 0.611 0.455
N: 3.167 0.550 -0.465
N: 0.889 -1.721 0.714
H: 2.449 0.165 1.298
H: 0.749 -0.663 -1.052
H: 3.148 -0.364 -0.935
H: 3.059 1.284 -1.159
H: 0.754 -1.661 1.715
H: 0.501 -2.537 0.268
H: -0.138 1.425 -0.103
H: -0.258 0.651 1.543
H: -2.155 -0.482 0.996
H: -1.737 -1.129 -0.576
H: -2.350 0.989 -1.697
H: -2.584 1.768 -0.125
H: -3.696 0.509 -0.725

---

[6]
# C4H13N3

A molecular structure, C4H13N3 at a distorted geometry (ωB97M-V/def2-TZVPD, OMol25).

Output
HOMO energy = -0.2386 hartree
ΔE to the lowest compared entry with this formula, charge and spin = 100.4 kcal per mole
E = -324.314958 Eh
strongest force on any atom = 5.11 eV Å⁻¹
multiplicity = 1
molar mass = 103.17 u

Positions of all 20 atoms, in Å:
C: 0.696 0.314 0.410
C: -1.155 -0.080 -0.632
C: 1.066 -0.481 -0.688
C: -2.098 -0.382 0.511
N: 0.749 -0.147 1.693
N: -1.349 1.168 -1.315
N: 3.009 -0.384 -0.434
H: 0.751 1.392 0.304
H: -1.192 -0.885 -1.366
H: 0.882 -1.135 1.848
H: 0.608 0.501 2.449
H: -2.015 1.120 -2.077
H: -1.626 1.914 -0.689
H: 3.305 -0.493 0.537
H: 3.315 0.550 -0.710
H: 1.088 -0.020 -1.662
H: 1.011 -1.558 -0.607
H: -2.029 0.377 1.295
H: -1.874 -1.352 0.959
H: -3.141 -0.421 0.171

---

Question: Which value of strongest force on any atom does entry 4 give?
Answer: 3.60 eV Å⁻¹